(1)
Density functional theory data (wB97M-V/def2-TZVPD) for C22H29BCsF4IN5O4S as an isolated structure at a distorted geometry.

Properties
- net charge = -1
- strongest force on any atom (eV Å⁻¹) = 2.6
- energy (Eh) = -2571.110714
- orbital gap (eV) = 7.01
- 2S+1 = 1

XYZ file:
```
68
Properties=species:S:1:pos:R:3:forces:R:3:mulliken_charge:R:1
H 3.10983 2.68254 2.63793 -0.01 -0.04 0.03 0.421
H 1.28815 -0.23199 -6.88243 -0.01 0.00 0.01 0.354
H -2.71782 -2.56340 -0.78669 0.06 -0.01 0.06 0.196
H -2.09449 -3.80420 -1.74103 0.08 -0.02 -0.01 0.441
H -3.57523 0.47203 -0.83241 0.01 -0.02 -0.01 0.208
H 2.16720 5.24192 -1.58499 0.00 0.03 -0.03 0.416
C 1.65335 -0.03772 4.96117 0.04 0.06 -0.09 -0.645
H -4.93792 -1.21671 -0.21903 0.01 -0.01 -0.05 0.368
C -1.84295 -1.92572 -2.47296 0.21 0.01 -0.03 0.371
C 2.79033 1.09155 0.22024 0.08 0.10 0.03 0.538
C 0.84786 2.48820 0.98351 0.14 -0.12 -0.03 -1.337
C -0.25465 0.08766 -5.39451 0.01 -0.03 0.00 -0.165
F 0.81147 -5.34063 0.60698 -0.20 0.09 -0.04 -0.358
S -1.30614 -2.22940 -4.10624 -0.05 0.04 0.01 -0.247
C 1.69946 4.62252 -0.82196 0.07 -0.01 0.08 -0.762
H -2.71870 1.84403 -0.14112 0.01 -0.01 0.01 0.032
N 4.25528 1.96254 -1.51946 -0.04 -0.04 0.11 -0.720
H -5.49345 0.41546 1.54868 -0.02 0.03 0.02 0.379
H -4.44774 -3.52652 2.36682 0.00 0.00 -0.02 0.310
C 2.06388 2.31156 0.18394 -0.11 -0.04 0.07 1.396
C 2.44557 3.31828 -0.73179 -0.05 0.03 0.02 0.427
H 1.65275 -0.94511 -5.30618 -0.02 0.01 -0.02 0.311
O -3.45264 0.57789 1.25210 0.01 0.06 -0.03 -0.055
H 3.56099 -0.02008 5.93861 -0.02 0.02 -0.03 0.375
C 3.46903 1.39015 4.31203 0.01 -0.02 0.01 -0.772
O -3.66403 -2.32895 0.86692 -0.05 -0.01 0.17 -0.325
I -1.10442 -0.09902 3.69634 -0.02 0.07 0.34 0.225
H 5.62828 -0.12196 -1.24214 0.00 -0.02 -0.01 0.385
C -4.76639 -1.45116 0.83169 -0.03 -0.08 0.01 -0.615
H -4.49867 1.79797 -0.05855 0.00 0.01 0.00 0.320
Cs 0.49491 -1.22574 0.66714 -1.40 0.51 -0.50 1.285
H 0.47826 -1.71488 -6.37588 0.02 0.03 0.01 0.329
N -2.46809 -2.86324 -1.72496 -0.10 -0.06 -0.11 -0.256
C 3.53482 3.10875 -1.53519 0.11 -0.15 0.01 -1.020
H 4.14406 -1.09020 -1.12557 0.00 0.01 0.03 0.213
C 2.70088 1.92106 3.29252 0.00 0.06 -0.04 -0.051
C 2.95600 0.40228 5.14549 -0.03 0.02 -0.03 -0.570
H 1.23072 -0.79681 5.60593 0.00 0.01 -0.02 0.415
H 0.66443 4.44837 -1.13375 -0.08 0.01 0.03 0.256
N -1.10478 0.09331 -3.08559 0.07 -0.20 0.16 -0.753
H 3.86897 3.87796 -2.22519 -0.01 -0.04 0.03 0.318
F -1.37407 -5.41076 1.35241 0.14 0.13 -0.19 -0.401
C 3.90958 1.00308 -0.69277 0.06 0.06 -0.08 0.575
H 0.04586 3.04801 0.48954 0.07 0.01 -0.03 0.748
H -3.24325 -2.33206 2.91245 -0.01 0.00 -0.01 0.142
C -4.57106 -0.17882 1.63492 0.06 0.02 -0.04 -0.687
H 4.93468 -0.57038 0.34782 -0.01 0.02 -0.04 0.281
C -0.86254 -0.53957 -4.17830 0.01 -0.12 0.11 0.280
H -2.72220 -3.74854 1.97704 -0.01 0.03 -0.03 0.119
H 4.48455 1.74249 4.45138 -0.04 -0.01 -0.01 0.383
O 1.73326 5.40425 0.37437 -0.01 0.00 -0.05 -0.590
H -1.04079 0.27420 -6.13159 0.00 -0.01 -0.01 0.221
C 4.70977 -0.26798 -0.67712 -0.01 0.07 -0.03 -1.162
C -3.58204 1.19432 -0.01548 -0.02 0.01 0.08 -0.525
O 2.46532 0.10149 0.95162 2.21 1.37 0.15 -1.190
C 0.85660 -0.75145 -6.02656 -0.04 0.00 0.07 -1.125
N 0.52248 2.07050 2.14658 -0.01 0.18 0.23 -0.433
N -1.63211 -0.70104 -2.08585 -0.12 0.30 -0.22 0.120
H -4.42903 -0.42084 2.68995 0.00 0.03 0.02 0.330
H -5.66522 -1.95392 1.21619 -0.03 -0.04 -0.04 0.365
H 1.39750 4.87205 1.10369 0.00 -0.03 -0.03 0.453
C 0.88336 0.51488 3.94777 -0.07 0.08 -0.10 -0.023
C -3.51458 -3.01525 2.10149 0.05 0.04 -0.03 -0.568
H 0.12844 1.05816 -5.08047 -0.01 0.02 0.01 0.233
F -0.48012 -3.43132 0.54394 -0.89 -2.44 -0.16 -0.239
F -0.92741 -5.19265 -0.90569 0.03 0.14 0.24 -0.443
C 1.39140 1.48608 3.07532 -0.09 -0.07 0.04 0.274
B -0.48676 -4.87755 0.40697 0.05 -0.10 0.00 0.221
```
Positions in Å, forces in eV/Å.



(2)
Density functional theory data (wB97M-V/def2-TZVPD) for C22H29CaF13KN2O10S as an isolated structure at a distorted geometry.

Properties
- net charge = +1
- strongest force on any atom (eV Å⁻¹) = 4.5
- energy (Eh) = -4690.934937
- orbital gap (eV) = 1.01
- 2S+1 = 1

XYZ file:
```
79
Properties=species:S:1:pos:R:3:forces:R:3:mulliken_charge:R:1
H 0.42863 1.86135 -0.43358 -0.04 -0.01 -0.07 0.463
C -1.29073 -3.26186 1.68352 0.39 -0.14 1.39 0.219
O -4.92880 8.62489 6.91481 -0.06 -0.08 0.44 -0.507
H -6.33094 6.14159 1.69148 -0.01 -0.01 -0.06 0.312
C -1.45567 -2.49425 -0.74211 -0.41 -1.52 0.63 -0.308
O -0.75283 -3.12842 2.76109 -0.70 -0.34 -1.99 -0.455
C -2.32173 2.30177 -0.21450 0.42 -0.24 0.63 -1.080
C -4.68398 5.98094 3.10288 -0.06 0.05 0.17 -0.283
H -0.51893 3.77771 0.95560 -0.22 0.31 0.13 0.401
Ca 5.69667 0.14401 -1.42116 2.58 -0.62 3.59 0.590
H -0.71642 0.39808 -1.97958 -0.08 -0.04 -0.07 0.454
H 5.01380 -1.88996 -5.31584 -0.23 0.12 0.02 0.384
F 3.64125 -0.24480 -4.73075 -0.34 0.57 0.17 -0.230
F 2.93783 -3.74871 -3.57594 -0.12 0.13 -0.05 -0.294
C -0.49879 -0.06092 -0.03837 1.24 1.67 0.64 0.282
C -4.82387 4.94921 0.87521 0.15 -0.74 -0.85 0.418
H -4.78092 4.72082 4.84407 0.15 0.12 -0.09 0.110
C -4.15380 6.58300 8.51886 0.34 -0.02 0.16 0.608
F -5.05753 6.60228 9.46674 -0.62 0.06 -0.03 -0.184
H 2.90383 -0.39376 -1.50426 0.10 0.01 -0.03 -0.083
H -2.42579 1.47239 -0.91698 0.04 0.03 -0.05 0.443
H 8.56184 -9.76363 -2.74109 -0.11 -0.04 -0.04 0.298
C 2.52738 -3.04241 -5.80231 -0.24 -0.26 -0.50 0.005
F 4.14416 -4.58090 -5.18613 -0.06 0.49 -0.53 -0.298
C -0.64276 -1.01048 0.92965 0.00 -0.20 0.39 -0.237
H -1.78418 1.33332 1.59381 0.14 0.31 0.50 0.354
F 4.77152 0.59669 -3.09978 -1.47 1.10 -2.35 -0.384
N -0.81851 -0.34123 -1.29209 0.16 0.27 -0.48 0.271
H 5.13549 -7.05610 -4.78629 -0.03 -0.11 0.01 0.303
H -2.01435 3.20716 -0.73878 -0.39 0.03 -0.23 0.306
H -1.85321 -3.45856 -1.00988 0.03 -0.10 -0.20 0.607
H -3.59412 5.96421 3.07062 -0.01 0.04 0.00 0.304
C -0.02901 1.29417 0.38059 -0.68 0.28 -0.23 -1.231
C -1.30936 2.03982 0.90883 -0.47 -0.48 -0.94 0.179
H 3.95060 -7.65682 -3.58868 0.10 -0.12 -0.10 0.351
F -4.09644 4.88766 -1.72829 0.31 0.11 -0.45 -0.564
C 8.04848 -9.54633 -1.80653 0.21 -0.21 0.11 -0.630
H 7.37625 -10.36080 -1.54432 -0.03 0.00 -0.12 0.299
F 1.62441 -4.03237 -5.92807 0.13 -0.07 0.13 -0.253
H -6.27874 4.74439 3.89011 0.11 0.01 -0.23 0.114
F 1.76689 -1.31044 -2.84508 0.15 -0.21 -0.22 -0.252
F 2.01452 0.84582 -2.79708 0.23 0.04 -0.07 -0.311
F -3.10857 7.27334 8.98504 0.12 -0.05 -0.46 -0.240
O -2.08570 -4.32693 1.35502 0.29 0.89 0.47 -0.486
F 1.85108 -1.92726 -5.44610 0.10 0.08 0.17 -0.219
C 6.38353 -8.29837 -2.83309 0.09 -0.05 0.08 0.749
C 4.75063 -6.94078 -3.77400 -0.04 -0.43 0.07 -0.439
C -5.18109 4.74266 3.83134 0.04 -0.28 0.02 -0.577
H -0.39250 -0.74417 1.94266 0.03 -0.24 0.20 0.669
O 7.33168 -8.31041 -1.89976 -0.03 0.08 0.00 -0.324
C -1.29021 -1.53818 -1.65595 -0.27 0.52 -1.66 -0.887
C 4.71689 -2.46523 -4.44289 0.95 -0.62 -0.05 -0.898
H -4.87188 7.00476 1.20118 -0.03 -0.01 -0.07 0.318
H 5.57370 -3.09764 -4.21367 -0.11 -0.06 0.17 0.454
H 4.36124 -5.94982 -3.65049 0.04 0.15 0.32 -0.055
O -3.33257 6.99254 6.09948 0.07 -0.11 0.04 -0.629
O 4.58989 -1.63060 -3.25732 -1.23 1.26 -0.39 -0.254
H 0.66815 1.21917 1.21147 0.14 -0.14 -0.03 0.383
C -5.24084 6.09579 1.67877 0.25 -0.12 0.14 -0.738
H 3.00354 -2.88111 -6.77348 0.07 0.04 0.05 0.319
F -6.89378 7.82309 8.24306 -0.01 0.09 -0.26 -0.487
H -1.55280 -1.69555 -2.69059 0.09 0.22 -0.12 0.492
S -4.58047 7.22393 6.78764 -0.25 0.30 0.07 1.057
K -6.86144 4.47174 6.36840 -0.68 -0.51 0.47 1.070
O -5.67791 6.41206 6.26650 0.83 0.31 0.29 -0.683
O 5.79686 -7.09452 -2.81343 0.00 0.08 0.00 -0.277
N -4.48673 4.05523 0.21197 -0.95 0.96 1.41 -0.518
C 2.63380 -0.33203 -2.56739 -0.39 0.37 0.48 1.027
C -1.12041 -2.23339 0.56983 -0.13 -0.76 1.43 0.044
H -3.30547 2.45370 0.23956 0.43 0.19 -0.42 0.323
H -2.91602 -3.94668 1.03065 -0.11 -0.43 -0.22 0.374
H 8.78435 -9.42525 -1.01699 -0.07 0.17 0.02 0.223
C 3.89121 -0.43279 -3.45317 -0.23 -2.06 -1.53 0.453
H -4.86456 3.82196 3.33417 -0.10 0.04 -0.13 0.332
O -0.98411 3.21540 1.58704 0.40 -0.40 0.10 -0.514
O 6.09792 -9.20351 -3.56884 -0.03 0.05 -0.02 -0.523
F -3.77968 5.27755 8.40186 0.06 0.08 -0.40 -0.258
C 3.55822 -3.44408 -4.74004 0.03 0.14 0.64 1.032
H -4.97183 6.86408 3.67165 0.03 0.03 -0.04 0.195
```
Positions in Å, forces in eV/Å.